1.
The following is a DFT calculation (wB97M-V/def2-TZVPD) of a 2-piece molecular cluster, CHCl2N overall in a non-equilibrium geometry.

```
5
Properties=species:S:1:pos:R:3:forces:R:3
C 1.708649 0.528758 -0.408147 0.1 -1.0 0.5
N 1.721357 1.532046 -0.942493 0.0 1.4 -0.7
Cl 1.729336 -0.916779 0.324894 0.0 -0.4 0.3
Cl -3.010284 -0.125970 0.761895 1.0 -1.1 -0.6
H -2.149058 -1.018053 0.263850 -1.0 1.1 0.6
```
Forces are in eV/Å.

Energy relative to the best compared isomer or geometry (same formula, charge and spin) in eV: 0.341
Lowest unoccupied orbital energy in eV: 0.1928
Structure (SMILES): N#CCl.Cl
F_max in hartree/bohr: 0.0311
Gap between HOMO and LUMO in eV: 12.07
DFT total energy in Eh: -1013.8101
Charge: 0

=====

2.
The following is a DFT calculation (wB97M-V/def2-TZVPD) of a 2-piece molecular cluster, CHCl2NO overall in a non-equilibrium geometry.

```
6
Properties=species:S:1:pos:R:3:forces:R:3
C -0.171103 -2.620440 -1.306121 -1.7 -0.1 -0.4
N -1.339265 -2.672749 -1.369283 -0.1 1.0 -0.1
O -2.516214 -2.454397 -1.491684 0.3 -0.4 -0.1
Cl 1.146481 -3.257799 -0.637821 1.5 -0.5 0.5
Cl 0.055790 -0.309614 1.112604 -1.2 0.2 0.1
H 1.282940 -0.492423 0.996802 1.1 -0.2 -0.1
```
Forces are in eV/Å.

Energy relative to the best compared isomer or geometry (same formula, charge and spin) in eV: 1.229
Lowest unoccupied orbital energy in eV: -0.0105
Structure (SMILES): [O-][N+]#CCl.Cl
F_max in hartree/bohr: 0.0343
Gap between HOMO and LUMO in eV: 9.84
DFT total energy in Eh: -1088.9592
Charge: 0